No. 1
Here is a structure of composition C5H7N from the Open Molecules 2025 dataset. Energies are from wB97M-V/def2-TZVPD.

## Properties
ΔE to the lowest compared entry with this formula, charge and spin (kJ/mol): 489.78
HOMO-LUMO gap (alpha / beta) (eV): 8.7658 / 8.7647
Multiplicity: 1
E (eV): -6783.4363

Each line ends with the natural charge from an NBO analysis.
Atoms and positions in Å:
C  0.3976  1.3115  0.1101  -0.424
C  1.0821  0.0352  -0.4076  -0.156
C  0.4844  -1.0938  0.3469  -0.017
C  -0.9188  -0.9705  0.5465  -0.469
C  -0.7584  0.6044  -0.5875  -0.026
N  0.0447  -0.1199  -1.4364  -0.392
H  0.7397  2.1865  -0.4512  0.219
H  0.3561  1.5153  1.1848  0.204
H  2.1374  -0.0314  -0.6793  0.214
H  1.0964  -1.8432  0.8554  0.202
H  -1.2638  -1.2397  1.5572  0.197
H  -1.6423  -1.3082  -0.1847  0.239
H  -1.7550  0.9538  -0.8542  0.210

No. 2
Here is an isolated molecule of C21H24N6O3S in a non-equilibrium geometry from the Open Molecules 2025 dataset. Energies are from wB97M-V/def2-TZVPD.

## Properties
SMILES string: COc1ccc(NCc2nnc(SCC(=O)NNC(=O)c3ccc(C)cc3)n2C)cc1
ΔE to the lowest compared entry with this formula, charge and spin (kJ/mol): 271.45
HOMO-LUMO gap (eV): 7.8951
Multiplicity: 1
E (eV): -48084.7251

Each line ends with the natural charge from an NBO analysis.
Atoms and positions in Å:
C  -4.0489  -2.0928  0.9827  -0.254
O  -2.8105  -1.7230  1.5333  -0.522
C  -1.6757  -2.1284  0.8787  0.334
C  -0.4756  -1.9456  1.5576  -0.248
C  0.7217  -2.3536  1.0051  -0.270
C  0.7602  -2.9485  -0.2541  0.146
N  1.9252  -3.4662  -0.8247  -0.584
C  3.2176  -2.9927  -0.3823  -0.260
C  3.3245  -1.5077  -0.4997  0.310
N  2.8330  -0.8195  -1.4870  -0.266
N  2.9917  0.4841  -1.2196  -0.363
C  3.5876  0.5790  -0.0581  0.179
S  3.9847  2.0585  0.7606  0.275
C  3.0390  3.2148  -0.2864  -0.596
C  1.5631  3.1474  0.0597  0.630
O  1.0209  3.9094  0.8408  -0.642
N  0.9003  2.1643  -0.5713  -0.453
N  -0.4445  1.9658  -0.2840  -0.448
C  -1.1859  1.0325  -0.9352  0.646
O  -0.7029  0.2968  -1.7731  -0.612
C  -2.6203  1.0378  -0.5475  -0.171
C  -3.5567  0.6977  -1.5206  -0.158
C  -4.9060  0.7176  -1.2298  -0.229
C  -5.3535  1.0578  0.0435  0.002
C  -6.8200  1.0816  0.3460  -0.631
C  -4.4127  1.3672  1.0177  -0.239
C  -3.0603  1.3623  0.7311  -0.116
N  3.8346  -0.6608  0.4544  -0.365
C  4.4915  -0.9813  1.6887  -0.408
C  -0.4435  -3.0970  -0.9389  -0.204
C  -1.6454  -2.7046  -0.3853  -0.287
H  -4.2204  -1.6176  0.0124  0.180
H  -4.8021  -1.7439  1.6877  0.195
H  -4.1271  -3.1803  0.8747  0.174
H  -0.5005  -1.4836  2.5326  0.218
H  1.6249  -2.2072  1.5771  0.195
H  1.8539  -3.4981  -1.8330  0.386
H  3.3797  -3.2980  0.6561  0.203
H  3.9817  -3.4754  -0.9993  0.231
H  3.2359  2.9494  -1.3227  0.261
H  3.4251  4.2036  -0.0438  0.259
H  1.3389  1.4643  -1.1780  0.462
H  -0.8105  2.6593  0.3568  0.428
H  -3.2029  0.4242  -2.5034  0.234
H  -5.6254  0.4624  -1.9950  0.212
H  -7.2964  1.9111  -0.1765  0.224
H  -7.2956  0.1617  0.0099  0.219
H  -6.9974  1.2002  1.4117  0.216
H  -4.7424  1.6129  2.0168  0.212
H  -2.3522  1.5797  1.5165  0.209
H  5.4146  -1.5313  1.4965  0.215
H  3.8395  -1.5879  2.3203  0.214
H  4.7278  -0.0541  2.2086  0.231
H  -0.4348  -3.5313  -1.9275  0.207
H  -2.5500  -2.8409  -0.9557  0.220

No. 3
Here is a structure of composition C40H43FeN2O6P2S3 in a non-equilibrium geometry from the Open Molecules 2025 dataset. Energies are from wB97M-V/def2-TZVPD.

## Properties
Net charge: +2
ΔE to the lowest compared entry with this formula, charge and spin (kJ/mol): 0.00
HOMO-LUMO gap (alpha / beta) (eV): 6.5299 / 6.2841
Multiplicity: 6
E (eV): -142898.7688

Each line ends with the Mulliken spin population.
Atoms and positions in Å:
Fe  -0.0718  -1.5564  -1.3290  3.662
O  1.4021  -4.7691  -3.4795  0.006
C  0.9771  -3.6041  -3.0504  -0.009
O  0.1311  -3.4774  -2.1662  0.054
C  1.5103  -2.3894  -3.7639  0.046
C  2.1392  -2.5365  -4.9772  0.099
C  2.4382  -1.3956  -5.7362  0.056
C  2.0202  -0.1856  -5.2611  0.089
C  1.3545  -0.1192  -4.0128  0.179
N  1.1326  -1.2221  -3.2268  0.290
C  0.8383  1.1302  -3.7574  0.138
O  0.5988  2.2463  -3.7238  0.156
O  -1.3393  -0.0303  -2.6747  0.024
H  0.9483  -5.4203  -2.9225  0.002
H  2.3900  -3.5249  -5.3640  0.000
H  2.9373  -1.4483  -6.6906  0.007
H  2.1668  0.7002  -5.8426  0.007
C  4.4916  -3.1942  1.5755  0.001
C  3.8821  -4.3325  0.7776  0.000
S  2.3767  -3.8668  -0.1639  0.008
C  1.0446  -4.7740  0.6330  -0.002
C  0.4018  -4.0810  1.8268  0.010
S  0.0175  -2.3146  1.4732  0.028
C  1.0551  -1.4303  2.6780  0.013
C  2.5433  -1.2993  2.3965  0.000
S  3.5217  -2.6885  3.0369  0.000
H  4.7009  -2.3143  0.9657  0.000
H  5.4645  -3.4926  1.9416  0.000
H  3.6253  -5.1643  1.4189  0.000
H  4.6121  -4.7052  0.0517  0.000
H  1.3831  -5.7707  0.9193  0.001
H  0.3251  -4.9133  -0.1842  -0.001
H  1.0810  -4.0490  2.6755  0.000
H  -0.4985  -4.6036  2.1074  0.001
H  0.8636  -1.8817  3.6680  0.001
H  0.6179  -0.4336  2.7255  -0.004
H  2.8618  -0.3923  2.9245  0.000
H  2.7451  -1.1720  1.3445  0.001
N  -3.8129  -3.9538  -0.8871  0.002
C  -4.2878  -2.6986  -0.2879  0.003
C  -3.0145  -1.8330  -0.3307  0.003
O  -2.9832  -0.7015  0.1164  0.001
O  -2.0417  -2.4689  -0.9324  0.027
H  -3.7467  -4.7213  -0.2471  0.000
H  -2.7150  -3.6261  -1.1463  0.000
H  -4.3526  -4.2909  -1.6679  0.000
H  -4.6222  -2.8406  0.7282  0.000
H  -5.0405  -2.2232  -0.9054  0.000
C  -1.2230  1.7118  1.0466  0.038
P  -0.4797  0.7090  -0.2851  0.048
C  -1.5508  1.0297  -1.7895  -0.019
C  -2.4183  -0.5371  -3.4223  0.001
C  -3.1991  0.1776  -4.2123  -0.006
C  -3.2719  1.6386  -4.3220  0.002
C  -2.9558  2.4479  -3.3031  -0.002
C  -2.3064  2.0907  -2.0300  0.010
C  1.1609  1.4679  -0.6122  -0.001
C  1.4155  2.8346  -0.6998  -0.009
C  2.7084  3.3032  -0.9285  0.003
C  3.7662  2.3984  -1.0200  -0.003
C  3.5285  1.0291  -0.9386  -0.005
C  2.2343  0.5837  -0.7192  0.067
P  -0.2925  1.9480  2.6791  -0.001
C  -1.7610  2.0857  3.7784  0.000
C  -1.8417  3.0200  4.8144  0.000
C  -2.9159  3.0070  5.6905  0.000
C  -3.9223  2.0524  5.5792  0.000
C  -3.8370  1.1025  4.5792  0.000
C  -2.7679  1.1221  3.6843  0.000
C  0.2389  3.6922  2.5152  0.000
C  1.5816  3.9661  2.7137  0.000
C  2.0606  5.2644  2.6351  0.000
C  1.1786  6.3077  2.3240  0.000
C  -0.1852  6.0426  2.1437  0.000
C  -0.6341  4.7384  2.2211  0.001
H  -2.1757  1.2199  1.2361  0.004
H  -1.4128  2.6941  0.5999  0.002
H  -2.5088  -1.6254  -3.3596  0.000
H  -3.9240  -0.3964  -4.7625  0.000
H  -3.6718  2.0729  -5.2252  0.000
H  -3.1672  3.5127  -3.4114  -0.001
H  -2.4398  2.8233  -1.2471  -0.001
H  0.6383  3.5835  -0.6112  -0.002
H  2.9149  4.3473  -1.0233  0.000
H  4.7777  2.7670  -1.1411  0.000
H  4.3616  0.3527  -1.0231  0.000
H  2.0957  -0.4865  -0.5821  -0.026
H  -1.0560  3.7550  4.9308  0.000
H  -2.9882  3.7884  6.4409  0.000
H  -4.7811  2.0894  6.2688  0.000
H  -4.6151  0.3541  4.5363  0.000
H  -2.7709  0.3737  2.9030  0.000
H  2.2490  3.1437  2.9908  0.000
H  3.1132  5.4874  2.8417  0.000
H  1.5377  7.3245  2.2408  0.000
H  -0.8800  6.8522  1.9348  0.000
H  -1.6806  4.5668  2.0878  0.000

No. 4
Here is a cluster of 2 separate species, C8H20 in total in a non-equilibrium geometry from the Open Molecules 2025 dataset. Energies are from wB97M-V/def2-TZVPD.

## Properties
SMILES string: CC(C)C.CC(C)C
ΔE to the lowest compared entry with this formula, charge and spin (kJ/mol): 21.83
HOMO-LUMO gap (eV): 11.7953
Multiplicity: 1
E (eV): -8620.4390

Each line ends with the natural charge from an NBO analysis.
Atoms and positions in Å:
C  -2.2487  0.3700  -1.1978  -0.600
C  -1.4732  1.5827  -1.7088  -0.221
C  -0.8062  2.4037  -0.6315  -0.606
C  -0.4549  1.1482  -2.7560  -0.606
H  -1.4606  -0.3390  -0.8934  0.191
H  -2.9118  -0.1310  -1.9230  0.214
H  -2.8414  0.6406  -0.3077  0.206
H  -2.2593  2.2044  -2.1836  0.186
H  -0.0943  1.7787  -0.0665  0.203
H  -1.5940  2.7506  0.0582  0.208
H  -0.2684  3.2838  -1.0225  0.212
H  0.0258  2.0226  -3.2261  0.207
H  -0.8341  0.4851  -3.5517  0.210
H  0.3046  0.6001  -2.1734  0.199
C  1.0418  -2.7774  1.5378  -0.604
C  1.5980  -1.3513  1.5945  -0.221
C  1.2787  -0.6912  0.2708  -0.607
C  1.1149  -0.5523  2.8032  -0.604
H  1.3929  -3.3978  2.3795  0.208
H  1.3438  -3.2617  0.5939  0.208
H  -0.0596  -2.7292  1.5718  0.200
H  2.7007  -1.3768  1.7100  0.188
H  0.1984  -0.6829  0.0482  0.199
H  1.8031  -1.2082  -0.5504  0.211
H  1.6367  0.3511  0.3158  0.205
H  0.0151  -0.5754  2.7228  0.196
H  1.4427  0.5002  2.8418  0.211
H  1.4093  -1.0472  3.7439  0.209

- Number 1 is which compound?
  C5H7N